# 1
Entry from OMol25: a structure of composition C16H30N3O7PtS2 (ωB97M-V/def2-TZVPD).

```
59
Properties=species:S:1:pos:R:3:forces:R:3
Pt -0.110803 -1.423772 -0.337678 -0.850 -0.401 -0.304
N -3.360831 1.954277 -1.358277 0.014 -0.008 0.011
C -2.387289 3.074125 -1.432426 0.007 -0.002 -0.010
C -2.093924 3.575145 -0.014540 -0.008 -0.003 -0.009
C -1.307489 2.565870 0.815933 -0.040 0.012 0.014
N -2.187406 1.362734 1.087538 0.011 0.026 -0.018
C -0.036659 2.123907 0.107792 -0.032 0.008 -0.025
C -0.235588 1.649233 -1.323519 0.088 0.044 -0.080
N -0.731240 0.244216 -1.445426 -0.033 -0.061 -0.050
C -1.104013 2.620285 -2.129748 0.020 0.000 -0.015
H -4.274858 2.312783 -1.093932 0.002 0.002 0.003
H -2.742967 1.192860 0.213944 0.035 -0.016 0.010
H -3.493319 1.550113 -2.281174 -0.005 0.004 0.001
H -2.803691 3.906416 -2.005611 -0.005 -0.010 -0.005
H -3.021181 3.855182 0.494340 -0.012 -0.007 -0.012
H -1.495604 4.485456 -0.080124 -0.003 0.003 0.013
H -1.061986 2.985910 1.791174 0.036 0.001 -0.014
H -2.843537 1.555105 1.843004 -0.006 -0.003 -0.007
H -1.628433 0.524898 1.337748 -0.031 0.016 0.021
H 0.488085 1.358980 0.676259 -0.012 -0.002 -0.014
H 0.621452 2.995470 0.079282 0.003 0.000 0.010
H 0.749167 1.619751 -1.792017 0.010 -0.040 0.045
H -0.335939 -0.059450 -2.351897 -0.115 -0.009 -0.029
H -1.740302 0.227552 -1.564778 -0.021 0.031 0.126
H -1.337122 2.180431 -3.103407 0.001 0.010 -0.007
H -0.507635 3.509905 -2.343813 0.002 0.005 0.027
O 2.386781 -4.278729 1.293537 0.012 -0.014 -0.016
S 1.847382 -3.752234 0.074194 0.047 0.039 -0.010
O 1.784661 -4.569450 -1.089219 -0.038 0.021 0.010
O 0.453265 -3.169245 0.436733 0.177 0.146 0.199
C 2.829720 -2.283198 -0.318449 -0.195 0.069 0.039
C 3.861747 -2.008254 0.562962 -0.031 0.019 0.009
C 4.636518 -0.861547 0.418867 0.007 -0.018 0.018
C 4.365522 0.028355 -0.601851 0.001 0.028 -0.018
C 3.344595 -0.244845 -1.506321 0.047 0.011 0.034
C 2.576767 -1.392194 -1.379541 0.312 -0.141 -0.185
S 1.501691 -1.728301 -2.782226 0.394 0.273 0.413
O 1.172683 -0.438920 -3.374901 0.061 0.035 0.086
O 2.187027 -2.676884 -3.582491 -0.469 -0.162 -0.211
O 0.213354 -2.251934 -2.123093 0.413 0.049 -0.138
H 4.044200 -2.705117 1.369253 0.008 0.003 0.002
H 5.448575 -0.675116 1.108922 0.000 0.005 -0.001
H 4.963181 0.921853 -0.725793 0.003 -0.003 0.012
H 3.163182 0.417018 -2.343003 -0.009 -0.015 -0.002
C -2.970492 -2.027862 1.016964 0.016 0.032 0.053
C -1.852282 -2.005544 2.028095 0.041 0.018 0.046
O -0.786208 -1.046631 1.671200 0.161 0.142 -0.011
C 0.294994 -1.178428 2.673922 -0.028 -0.055 0.004
C 1.384444 -0.167585 2.451733 -0.007 0.004 0.025
H -3.664470 -2.815649 1.311800 -0.017 0.019 -0.001
H -2.606304 -2.264449 0.018107 -0.004 -0.034 -0.006
H -3.537159 -1.094098 0.991659 0.010 0.007 -0.020
H -1.377704 -2.981557 2.121127 -0.002 -0.002 -0.065
H -2.209932 -1.681118 3.007385 0.007 -0.074 0.021
H 0.667710 -2.198287 2.583960 0.019 0.013 0.023
H -0.182955 -1.043576 3.645345 0.002 -0.017 -0.001
H 1.821911 -0.255927 1.455012 -0.003 0.003 0.001
H 2.177301 -0.372146 3.172147 0.007 -0.003 -0.009
H 1.043406 0.854216 2.625315 0.005 0.000 0.015
```
Positions in Å, forces in eV/Å.

Computed properties:
net charge: +1
calculated total energy: -2234.0891 a.u.
Kohn-Sham gap: 8.4 eV
lowest unoccupied orbital energy: -3.26 eV
ΔE to the lowest compared entry with this formula, charge and spin: 7.4 kcal/mol

# 2
Entry from OMol25: an isolated molecule of C16H30N4O3 (ωB97M-V/def2-TZVPD).

```
53
Properties=species:S:1:pos:R:3:forces:R:3
C -1.944726 -3.195032 -0.361366 -0.002 0.005 -0.007
C -2.454036 -2.111452 -1.298894 -0.037 -0.019 0.007
N -3.238918 -1.088487 -0.595210 0.025 0.063 -0.053
C -4.690835 -1.244838 -0.570160 0.005 -0.007 0.011
C -5.391526 -0.398120 -1.622904 0.021 0.011 0.011
N -5.029809 -0.835036 -2.969777 -0.023 -0.026 0.005
C -2.754128 -0.023490 0.062214 0.060 -0.108 0.080
O -3.474481 0.795189 0.626137 -0.042 0.036 0.034
C -1.225218 0.184918 0.183687 -0.058 0.082 -0.102
O -0.375638 -0.325055 -0.537204 0.000 -0.092 0.012
N -0.935033 1.033076 1.176130 0.058 -0.003 0.050
C 0.447671 1.401052 1.428649 -0.028 -0.007 0.018
C 0.569223 2.668388 2.258933 -0.001 -0.005 -0.031
C 2.048132 3.033206 2.404852 -0.005 -0.016 0.018
C 2.869168 1.889520 3.001767 -0.021 -0.004 -0.023
C 2.691975 0.584910 2.216001 -0.017 0.013 0.003
C 3.456293 0.650447 0.887909 -0.016 -0.014 -0.005
O 4.569066 1.154578 0.841399 0.002 0.006 0.002
N 2.876148 0.093029 -0.200218 0.012 -0.007 0.013
C 3.547940 0.082663 -1.496669 -0.011 0.008 0.009
C 2.498860 -0.053860 -2.589037 0.002 -0.003 0.010
C 4.589783 -1.027547 -1.559446 -0.011 -0.001 0.007
C 1.206016 0.252992 2.097039 0.013 0.012 -0.020
H -1.410509 -3.959702 -0.926935 -0.004 -0.005 0.002
H -1.256249 -2.778481 0.373834 0.002 0.008 -0.001
H -2.768862 -3.676854 0.168397 0.002 0.000 0.005
H -1.634864 -1.638073 -1.825832 0.030 0.019 0.012
H -3.121689 -2.532179 -2.048394 0.016 0.016 -0.009
H -4.907692 -2.304081 -0.725135 -0.003 0.000 -0.009
H -5.055744 -0.961223 0.416449 -0.002 -0.006 -0.001
H -6.470119 -0.427704 -1.422282 -0.006 -0.004 -0.006
H -5.068095 0.634761 -1.493451 -0.011 -0.004 0.001
H -5.519202 -1.688080 -3.214153 -0.002 0.010 -0.008
H -5.288203 -0.140224 -3.657635 0.014 0.002 0.000
H -1.712820 1.458054 1.659819 -0.008 0.013 -0.030
H 0.896203 1.596320 0.451366 0.025 0.007 -0.019
H 0.019008 3.481456 1.778887 0.002 0.005 0.009
H 0.121533 2.505929 3.246168 0.002 -0.012 0.009
H 2.452620 3.288151 1.420156 0.000 -0.005 -0.007
H 2.150638 3.926178 3.023792 0.007 0.000 -0.001
H 3.924780 2.155091 3.022676 0.002 -0.002 0.000
H 2.547279 1.713204 4.032880 0.003 0.002 0.007
H 3.189613 -0.218534 2.768294 0.000 0.003 0.003
H 1.920533 -0.232252 -0.168078 -0.013 0.013 0.000
H 4.060538 1.042357 -1.592599 0.002 -0.001 -0.012
H 2.974437 -0.049166 -3.569722 -0.002 0.002 -0.001
H 1.949734 -0.992645 -2.482234 0.003 -0.003 0.000
H 1.775735 0.761303 -2.547471 0.000 0.002 -0.002
H 5.117855 -1.002048 -2.514101 0.006 0.002 0.000
H 5.317466 -0.907454 -0.758046 0.001 0.001 -0.002
H 4.109682 -2.003609 -1.457489 -0.001 0.001 -0.006
H 0.793601 0.108293 3.100201 -0.003 0.005 0.012
H 1.036882 -0.679846 1.556811 0.009 0.007 0.003
```
Positions in Å, forces in eV/Å.

Computed properties:
net charge: 0
calculated total energy: -1072.5007 a.u.
Kohn-Sham gap: 10.0 eV
SMILES: CCN(CCN)C(=O)C(=O)N[C@H]1CCC[C@H](C(=O)NC(C)C)C1
lowest unoccupied orbital energy: 0.75 eV
ΔE to the lowest compared entry with this formula, charge and spin: 1.1 kcal/mol

# 3
Entry from OMol25: a structure of composition C16H30N8O2S2V (ωB97M-V/def2-TZVPD).

```
59
Properties=species:S:1:pos:R:3:forces:R:3
V 0.974482 -1.244936 0.388888 -0.180 0.006 0.004
N 0.608875 0.976750 -0.089403 0.052 -0.004 0.100
C -0.777317 1.110236 -0.607012 0.007 -0.024 -0.080
C -1.724338 1.573379 0.516393 -0.016 -0.025 0.014
C -3.211711 1.270880 0.311554 0.029 0.026 -0.002
C -3.888094 1.933097 -0.882139 -0.001 0.010 -0.003
N -4.109440 3.364356 -0.634318 -0.009 0.008 -0.012
C -4.686272 4.182289 -1.513881 0.004 0.000 0.007
N -5.005978 3.738690 -2.725626 0.003 -0.010 -0.002
N -4.923632 5.453057 -1.190880 0.000 0.001 0.002
C -1.201275 -0.245143 -1.157350 -0.079 -0.040 0.094
O -2.036542 -0.371770 -2.004840 -0.008 0.020 -0.050
O -0.582689 -1.266447 -0.565158 0.170 0.059 -0.066
H 0.703057 1.502367 0.776507 0.025 0.022 -0.023
H 1.265763 1.396748 -0.740313 -0.011 -0.038 0.003
H -0.795960 1.809534 -1.444013 -0.038 0.029 0.036
H -1.555696 2.641590 0.680073 -0.001 0.004 -0.019
H -1.423421 1.064518 1.435794 -0.028 0.009 -0.009
H -3.747250 1.544730 1.224812 0.005 0.007 0.000
H -3.357129 0.195961 0.207845 0.011 -0.013 -0.015
H -4.848788 1.441476 -1.054842 -0.006 0.001 0.007
H -3.280139 1.813918 -1.780248 -0.003 -0.014 -0.001
H -4.058555 3.683040 0.321073 -0.003 -0.006 0.003
H -4.931637 2.763929 -2.960612 -0.001 0.000 -0.002
H -5.403229 4.352405 -3.417220 0.001 0.004 0.003
H -4.649891 5.826545 -0.298286 -0.002 0.002 0.000
H -5.432120 6.064175 -1.807550 0.000 -0.002 -0.002
S 0.949094 -3.306799 1.228418 0.003 -0.086 0.052
C 0.403242 -2.561416 2.719265 0.031 0.090 -0.068
S 0.259506 -0.828957 2.500477 0.017 -0.042 0.040
C 0.162096 -3.217395 3.871446 -0.003 0.007 0.004
C 0.345907 -4.634726 3.954282 0.037 0.017 0.070
N 0.532330 -5.766941 3.998841 -0.021 -0.008 -0.044
C -0.273092 -2.482894 5.021964 -0.055 -0.045 -0.022
N -0.637480 -1.840896 5.901748 0.031 0.018 0.006
C 3.442088 0.629496 0.960123 0.015 -0.024 -0.008
N 3.087433 -0.811600 0.967713 0.039 -0.019 -0.028
C 3.477855 -1.314200 2.319938 -0.013 0.018 -0.002
C 3.939295 -1.539655 -0.017040 0.018 0.013 0.012
C 3.427136 -1.330251 -1.417190 0.026 -0.012 -0.030
N 2.031413 -1.812022 -1.520689 0.009 0.117 0.085
C 2.009544 -3.280804 -1.730618 -0.013 -0.016 -0.004
C 1.401192 -1.191903 -2.707698 -0.005 -0.015 -0.027
H 4.484206 0.747295 1.265090 -0.008 0.017 0.002
H 2.816225 1.162060 1.674492 0.001 -0.013 0.007
H 3.334309 1.066700 -0.029573 -0.035 -0.019 -0.015
H 4.553942 -1.177613 2.447687 0.000 0.000 0.002
H 3.237909 -2.369494 2.408341 0.005 0.000 0.000
H 2.952588 -0.753204 3.087195 0.002 -0.004 0.003
H 3.913120 -2.595939 0.250686 0.002 -0.003 -0.005
H 4.975470 -1.202613 0.074678 -0.001 -0.004 0.001
H 4.065008 -1.841521 -2.143927 -0.004 -0.010 0.004
H 3.440730 -0.269963 -1.675839 -0.001 -0.010 -0.013
H 2.468824 -3.522060 -2.692428 -0.004 0.002 0.000
H 0.978282 -3.629360 -1.731310 0.000 -0.002 0.000
H 2.557878 -3.793614 -0.944248 0.004 -0.001 -0.001
H 2.005280 -1.389542 -3.596781 0.000 0.001 0.003
H 1.330597 -0.111131 -2.577301 0.001 -0.002 -0.008
H 0.406995 -1.604408 -2.856992 0.001 0.000 -0.003
```
Positions in Å, forces in eV/Å.

Computed properties:
net charge: +2
calculated total energy: -2956.1478 a.u.
Kohn-Sham gap (spin up / spin down): 6.4 / 7.5 eV
2S+1: 2
lowest unoccupied orbital energy (spin up / spin down): -7.46 / -6.41 eV
ΔE to the lowest compared entry with this formula, charge and spin: 0.0 kcal/mol

# 4
Entry from OMol25: a structure of composition C16H31AuGeN5SeSi (ωB97M-V/def2-TZVPD).

```
56
Properties=species:S:1:pos:R:3:forces:R:3
Au -16.116550 -3.330081 3.890791 -0.479 -0.799 -0.745
C -20.405717 -5.608991 2.187021 -0.093 -0.830 -0.398
Ge -18.656043 -4.672471 1.954156 0.332 -1.017 1.669
C -18.647879 -2.867029 1.149985 -1.124 0.204 0.083
C -17.572624 -6.046250 1.051231 0.436 -0.482 -0.236
C -17.702100 -4.707106 3.662384 0.275 0.400 1.347
H -20.683056 -6.057372 1.179808 0.036 0.403 1.256
H -21.220686 -4.969608 2.558614 0.218 -0.193 -0.219
H -20.247183 -6.442233 2.949252 -0.138 1.014 -1.077
H -18.761604 -2.935896 0.049196 0.452 0.215 0.552
H -17.674224 -2.511013 1.518078 -0.289 0.243 -0.578
H -19.475399 -2.171306 1.513892 1.082 -1.025 -0.228
H -18.070673 -6.493645 0.195080 0.163 0.344 -0.640
H -17.453333 -6.941023 1.695998 -0.047 0.763 0.212
H -16.551229 -5.671105 0.827770 -0.665 -0.277 -0.132
H -17.225917 -5.719772 3.911455 -0.954 1.149 -0.450
H -18.270189 -4.319866 4.563383 0.060 -0.789 -0.875
N -20.325037 -1.658731 10.862577 0.135 0.195 0.452
C -20.373697 -1.282687 9.551708 -0.486 -0.411 -2.025
C -21.429263 -1.776331 8.668356 0.811 -0.402 1.355
N -21.401047 -1.592771 7.368904 0.190 0.409 0.289
C -20.434732 -0.782108 6.896546 -0.070 1.286 -0.706
C -19.511373 -0.178990 7.750953 -0.601 0.291 -0.009
N -19.411294 -0.500200 9.047500 -0.952 -0.151 0.699
H -21.060093 -2.243840 11.234140 0.235 0.316 -0.078
H -19.783111 -1.084131 11.504425 -0.291 -0.386 -0.382
H -22.255144 -2.381971 9.109936 0.626 0.486 -0.459
H -20.527714 -0.425715 5.831850 0.295 -0.785 1.196
H -18.939854 0.719209 7.474602 0.139 -0.875 -0.347
C -13.576320 -1.601945 7.703290 0.457 1.168 -0.664
Si -14.280531 -2.851753 6.491311 -0.408 0.037 -0.770
C -13.358084 -4.494274 6.552910 1.076 -0.406 -0.572
C -15.967877 -3.415384 7.164198 -0.654 0.545 0.990
Se -14.188261 -1.993915 4.337174 0.542 0.304 1.150
H -13.792345 -1.945585 8.704080 0.688 -0.362 0.559
H -14.012530 -0.579208 7.704935 -0.069 -0.652 -0.512
H -12.498619 -1.431099 7.420224 -0.822 -0.425 0.822
H -13.526675 -5.097720 7.449220 0.147 0.323 0.317
H -12.242549 -4.462983 6.323221 -1.419 -0.029 0.207
H -13.870386 -5.086458 5.773737 0.396 0.232 -0.071
H -15.823879 -3.850395 8.200563 -0.015 0.128 -1.030
H -16.511641 -4.121562 6.502931 0.417 0.328 0.476
H -16.641735 -2.542319 7.354496 0.375 -0.540 -0.384
N -17.985011 -7.394028 10.515183 -1.113 -0.509 1.387
C -18.505237 -7.977329 9.405978 -0.432 -1.149 -2.160
C -17.963019 -7.705821 8.093042 0.024 0.674 0.648
C -18.575566 -8.272879 6.978336 -0.149 -1.087 2.024
N -19.555738 -9.175339 7.088200 -0.705 -0.265 -0.049
C -20.052270 -9.468672 8.306497 -0.713 0.049 -0.946
C -19.609995 -8.921794 9.484236 1.523 1.530 -0.926
H -17.021410 -7.089802 10.474482 -0.369 -0.061 0.469
H -18.460227 -7.741363 11.381207 1.521 0.820 -0.985
H -17.106777 -6.986832 7.884112 -1.205 -0.913 0.753
H -18.195459 -8.080824 6.004480 0.114 0.251 -0.730
H -20.966842 -10.134225 8.357468 1.285 0.586 -0.313
H -20.176601 -9.175121 10.355282 0.214 0.127 0.783
```
Positions in Å, forces in eV/Å.

Computed properties:
net charge: -1
calculated total energy: -5805.6468 a.u.
Kohn-Sham gap: 6.2 eV
lowest unoccupied orbital energy: 2.31 eV
ΔE to the lowest compared entry with this formula, charge and spin: 9.1 kcal/mol